No. 1
The following is a DFT calculation (ωB97M-V with the def2-TZVPD basis set) of one molecule with the formula C22H25N3O5S at a distorted geometry.

Computed properties:
Structure (SMILES) = CCCCOc1ccc(C(=O)Nc2ccc(S(=O)(=O)Nc3onc(C)c3C)cc2)cc1
Frontier orbital gap = 8.85 eV
LUMO = 0.223 eV

Last column: Mulliken charge in e.
Positions of all 56 atoms, in Å:
1 C -3.4626 3.2231 0.7942  -1.022
2 C -2.2925 3.9735 0.1708  -0.664
3 C -1.6372 3.1475 -0.9323  1.147
4 C -0.4406 3.8717 -1.5476  -1.042
5 O 0.1876 3.1190 -2.5697  -0.445
6 C 1.1034 2.1754 -2.2571  0.822
7 C 1.7572 1.5917 -3.3492  -0.647
8 C 2.7596 0.6720 -3.1553  -0.785
9 C 3.1243 0.2791 -1.8659  -0.135
10 C 2.4593 0.8450 -0.7814  -0.349
11 C 1.4601 1.7797 -0.9684  0.071
12 H 0.9693 2.1902 -0.1022  0.355
13 H 2.7386 0.5794 0.2273  0.364
14 C 4.3036 -0.5957 -1.7008  0.115
15 O 5.2672 -0.5493 -2.4365  -0.647
16 N 4.3443 -1.4249 -0.5945  -0.061
17 C 3.3141 -1.9555 0.1630  -0.273
18 C 3.5753 -2.3291 1.4854  -0.600
19 C 2.5696 -2.8538 2.2717  -0.746
20 C 1.3146 -3.0441 1.7268  0.105
21 C 1.0481 -2.7264 0.4073  -0.610
22 C 2.0426 -2.1765 -0.3759  0.213
23 H 1.8461 -1.9229 -1.4050  0.519
24 H 0.0700 -2.9324 0.0033  0.497
25 S -0.0109 -3.5994 2.7769  1.288
26 O -0.9264 -4.4100 2.0419  -0.639
27 O 0.4991 -4.0633 4.0277  -0.706
28 N -0.8134 -2.1279 3.1338  -0.258
29 C -1.2626 -1.4131 2.0467  -0.213
30 C -2.3072 -1.6387 1.1918  0.980
31 C -2.1865 -0.5788 0.2479  0.318
32 N -1.1730 0.1937 0.5398  -0.061
33 O -0.5756 -0.3132 1.6567  -0.407
34 C -3.0699 -0.3370 -0.9176  -1.344
35 H -2.6259 0.4000 -1.5784  0.271
36 H -4.0391 0.0255 -0.5776  0.293
37 H -3.2285 -1.2677 -1.4584  0.438
38 C -3.3453 -2.6984 1.2299  -1.709
39 H -3.1180 -3.4073 2.0191  0.403
40 H -4.3270 -2.2573 1.4011  0.373
41 H -3.3723 -3.2326 0.2816  0.351
42 H -0.2506 -1.5795 3.7690  0.464
43 H 2.7374 -3.1304 3.3005  0.511
44 H 4.5659 -2.1883 1.8913  0.432
45 H 5.2755 -1.7619 -0.3796  0.258
46 H 3.2858 0.2464 -3.9962  0.427
47 H 1.4705 1.9033 -4.3410  0.452
48 H 0.2852 4.1500 -0.7744  0.418
49 H -0.7744 4.7862 -2.0484  0.339
50 H -2.3644 2.9518 -1.7233  0.403
51 H -1.3168 2.1882 -0.5202  -0.781
52 H -2.6404 4.9255 -0.2370  0.378
53 H -1.5533 4.1943 0.9438  0.333
54 H -3.1215 2.2769 1.2069  0.113
55 H -3.9136 3.8084 1.5919  0.404
56 H -4.2247 3.0176 0.0459  0.287

Cartesian forces (eV/Å) of the 3 atoms listed first:
0.15 0.21 0.00
-0.02 -0.24 -0.15
0.33 0.26 -0.03



No. 2
The following is a DFT calculation (ωB97M-V with the def2-TZVPD basis set) of one molecule with the formula C22H25N3O6.

Computed properties:
Structure (SMILES) = COCCN1C(=O)N(c2ccccc2)C(=O)[C@@H]1CC(=O)Nc1cc(OC)cc(OC)c1
Frontier orbital gap = 8.80 eV
LUMO = 0.567 eV

Last column: Mulliken charge in e.
Positions of all 56 atoms, in Å:
1 C 3.9161 -2.1364 -4.9715  -0.674
2 H 4.5995 -2.0844 -5.8168  0.254
3 O 4.6114 -1.5904 -3.8739  -0.405
4 C 3.9738 -1.7518 -2.6351  -0.275
5 C 2.7256 -0.8650 -2.4734  -0.949
6 N 2.1896 -0.9402 -1.1386  0.179
7 C 0.9632 -1.4533 -0.8839  0.524
8 O 0.2183 -1.9848 -1.6622  -0.661
9 N 0.7302 -1.2938 0.5041  0.461
10 C 1.7846 -0.6958 1.1212  -0.374
11 O 1.8927 -0.4225 2.2935  -0.624
12 C 2.7861 -0.3393 0.0232  0.384
13 H 3.7730 -0.7644 0.2399  0.562
14 C 2.8913 1.1995 -0.0700  -1.274
15 H 3.2693 1.5832 0.8773  0.485
16 H 3.5729 1.4753 -0.8742  0.537
17 C 1.4925 1.7325 -0.3849  0.312
18 O 1.1267 1.9260 -1.5229  -0.641
19 N 0.7248 1.8734 0.7260  -0.063
20 C -0.6771 1.9219 0.8080  -0.520
21 C -1.2367 1.6201 2.0456  0.015
22 C -2.6187 1.5876 2.1789  0.304
23 C -3.4213 1.8690 1.0790  -0.795
24 C -2.8538 2.1761 -0.1518  0.732
25 C -1.4688 2.2082 -0.2929  -0.562
26 H -0.9975 2.4311 -1.2327  0.740
27 O -3.7275 2.4238 -1.1610  -0.484
28 C -3.2117 2.7202 -2.4387  -0.828
29 H -2.6143 3.6368 -2.4277  0.330
30 H -4.0806 2.8633 -3.0792  0.245
31 H -2.6048 1.8974 -2.8282  0.321
32 H -4.4926 1.8428 1.1816  0.513
33 O -3.2746 1.2842 3.3299  -0.427
34 C -2.5148 0.9682 4.4721  -0.757
35 H -1.8778 0.0948 4.2999  0.235
36 H -1.8981 1.8148 4.7908  0.353
37 H -3.2393 0.7392 5.2519  0.234
38 H -0.5846 1.3871 2.8723  0.368
39 H 1.1689 1.6911 1.6169  0.300
40 C -0.5067 -1.5934 1.1308  0.326
41 C -0.5229 -2.1221 2.4142  -0.255
42 C -1.7368 -2.3548 3.0366  -1.019
43 C -2.9247 -2.0722 2.3834  -0.279
44 C -2.8995 -1.5554 1.0993  -0.766
45 C -1.6940 -1.3095 0.4690  -0.123
46 H -1.6709 -0.9004 -0.5272  0.533
47 H -3.8215 -1.3286 0.5872  0.382
48 H -3.8682 -2.2505 2.8762  0.428
49 H -1.7511 -2.7629 4.0368  0.409
50 H 0.4041 -2.3360 2.9220  0.424
51 H 2.9726 0.1706 -2.7239  0.260
52 H 1.9282 -1.2057 -3.1375  0.451
53 H 3.6934 -2.8042 -2.4741  0.330
54 H 4.7268 -1.4694 -1.8936  0.236
55 H 3.0102 -1.5694 -5.2065  0.282
56 H 3.6449 -3.1818 -4.7853  0.305

Cartesian forces (eV/Å) of the 3 atoms listed first:
-0.02 0.00 -0.02
-0.09 -0.04 -0.04
0.11 0.16 0.03



No. 3
The following is a DFT calculation (ωB97M-V with the def2-TZVPD basis set) of one molecule with the formula C22H25N5O5S2.

Computed properties:
Structure (SMILES) = C[C@@H]1CCc2c(sc3nc(CN4CCN(S(=O)(=O)c5ccccc5[N+](=O)[O-])CC4)[nH]c(=O)c23)C1
Frontier orbital gap = 7.49 eV
LUMO = -0.127 eV

Last column: Mulliken charge in e.
Positions of all 59 atoms, in Å:
1 C 2.1318 -0.5240 -5.9641  -1.740
2 H 2.8151 0.2176 -6.3720  0.420
3 H 1.1133 -0.1724 -6.1144  0.344
4 C 2.4036 -0.7452 -4.4793  0.645
5 C 1.4303 -1.7629 -3.8784  -1.018
6 C 1.8373 -2.1255 -2.4519  -0.566
7 C 2.1029 -0.8868 -1.6616  -0.501
8 C 2.3119 0.3224 -2.2457  0.838
9 S 2.5655 1.5973 -1.0868  -0.353
10 C 2.3606 0.4839 0.2113  0.297
11 N 2.3766 0.8655 1.5056  -0.576
12 C 2.1294 -0.0573 2.3728  0.922
13 N 1.9433 -1.3620 2.0332  0.135
14 C 1.9479 -1.8634 0.7207  0.170
15 O 1.8349 -3.0566 0.5385  -0.720
16 C 2.1404 -0.8117 -0.2443  0.132
17 H 1.7770 -2.0541 2.7534  0.322
18 C 2.0529 0.3182 3.8305  -1.583
19 N 0.7377 0.6682 4.3347  0.142
20 C -0.2492 -0.3868 4.3759  -1.137
21 C -1.1295 -0.4751 3.0997  -0.594
22 N -0.5864 0.3777 2.0712  0.402
23 S -0.9997 -0.0090 0.5247  2.166
24 O -0.3658 0.8919 -0.3819  -0.783
25 O -0.8100 -1.4166 0.3749  -0.787
26 C -2.7820 0.2600 0.3406  0.082
27 C -3.6545 -0.7454 0.7177  -0.517
28 C -5.0122 -0.6169 0.4730  -0.836
29 C -5.4946 0.5047 -0.1837  -0.569
30 C -4.6240 1.5025 -0.5885  -0.492
31 C -3.2684 1.3793 -0.3121  -0.248
32 N -2.3986 2.4818 -0.6978  1.031
33 O -1.9505 3.1373 0.2132  -0.568
34 O -2.2797 2.7057 -1.8724  -0.611
35 H -4.9835 2.3732 -1.1158  0.472
36 H -6.5488 0.5998 -0.3925  0.405
37 H -5.6898 -1.3995 0.7769  0.430
38 H -3.2471 -1.6336 1.1728  0.495
39 C -0.4549 1.7757 2.4207  -0.699
40 C 0.1703 1.8966 3.8320  -1.072
41 H 0.9456 2.6614 3.8256  0.403
42 H -0.6049 2.1955 4.5452  0.270
43 H -1.4278 2.2828 2.3982  0.642
44 H 0.1851 2.2248 1.6622  0.496
45 H -2.1646 -0.1818 3.3361  0.417
46 H -1.1336 -1.4858 2.6907  0.512
47 H 0.2569 -1.3347 4.5600  0.329
48 H -0.9004 -0.1859 5.2348  0.340
49 H 2.6932 1.1900 3.9814  0.411
50 H 2.4301 -0.5057 4.4449  0.429
51 C 2.2929 0.5782 -3.7118  -0.892
52 H 3.1071 1.2521 -3.9895  0.446
53 H 1.3540 1.0772 -3.9748  0.276
54 H 1.0574 -2.7013 -1.9510  0.333
55 H 2.7402 -2.7443 -2.4602  0.338
56 H 1.4064 -2.6639 -4.4944  0.388
57 H 0.4271 -1.3317 -3.8689  0.278
58 H 3.4223 -1.1307 -4.3603  0.290
59 H 2.2601 -1.4508 -6.5187  0.413

Cartesian forces (eV/Å) of the 3 atoms listed first:
0.17 -0.07 0.27
0.05 0.09 -0.12
-0.14 0.05 -0.05



No. 4
The following is a DFT calculation (ωB97M-V with the def2-TZVPD basis set) of C22H25NO5PdSe3Te2 as an isolated structure at a distorted geometry.

Computed properties:
2S+1 = 2
Frontier orbital gap (alpha / beta) = 5.29 / 4.73 eV
Net charge = -1
LUMO (alpha / beta) = 1.221 / 0.637 eV

Last column: Mulliken charge in e.
Positions of all 59 atoms, in Å:
1 Pd -1.4091 2.3923 4.6043  0.442
2 Se -3.7621 2.5842 4.7397  -0.090
3 Se -4.2481 1.6180 6.6784  -0.344
4 Te -2.1998 4.8457 5.4981  0.046
5 Se -1.1302 3.3324 7.0717  -0.365
6 O 1.3067 3.6873 1.2374  -0.381
7 C 0.5623 4.1932 1.9670  0.821
8 O -0.1616 4.8451 2.6041  -0.413
9 C 1.7599 3.2098 3.9820  0.654
10 O 2.7651 3.7393 3.7521  -0.412
11 O 0.9323 2.5458 4.4603  -0.231
12 C -2.5009 -0.5190 3.8221  -1.294
13 C -1.9989 0.3423 2.6648  0.911
14 O -2.0184 -0.2360 1.5412  -0.649
15 N -1.5405 1.5697 2.8150  -0.429
16 Te -0.3856 0.9017 -0.3369  0.595
17 C -0.2689 0.5692 -2.4667  -0.381
18 C 0.9524 0.4261 -3.1402  1.140
19 C 2.2722 0.4857 -2.4226  -1.382
20 C 0.9555 0.2332 -4.5217  -1.015
21 C -0.2182 0.1947 -5.2562  0.674
22 C -0.2015 -0.0265 -6.7459  -1.507
23 C -1.4183 0.3665 -4.5794  -0.827
24 C -1.4669 0.5544 -3.2015  1.104
25 C -2.8147 0.7416 -2.5531  -1.748
26 C 0.6164 -0.9056 0.1490  -0.053
27 C 1.7811 -0.8583 0.9224  1.139
28 C 2.3257 0.4264 1.4871  -1.410
29 C 2.4479 -2.0459 1.2229  -1.155
30 C 1.9854 -3.2751 0.7834  0.743
31 C 2.7142 -4.5503 1.1150  -1.532
32 C 0.8084 -3.3026 0.0467  -0.904
33 C 0.1063 -2.1438 -0.2668  1.152
34 C -1.1951 -2.2659 -1.0064  -1.386
35 H -3.5696 -0.6972 3.6922  0.268
36 H -1.9879 -1.4783 3.7621  0.308
37 H -2.3428 -0.0775 4.8079  0.362
38 H 2.2857 1.3099 -1.7074  0.165
39 H 3.0888 0.6265 -3.1332  0.417
40 H 2.4617 -0.4313 -1.8602  0.222
41 H 1.9062 0.1212 -5.0348  0.264
42 H 0.8172 -0.0119 -7.1340  0.343
43 H -0.7736 0.7443 -7.2661  0.352
44 H -0.6445 -0.9910 -7.0046  0.297
45 H -2.3495 0.3511 -5.1387  0.353
46 H -3.6106 0.4523 -3.2420  0.368
47 H -2.9773 1.7847 -2.2731  0.319
48 H -2.9085 0.1559 -1.6393  0.262
49 H 1.6787 0.7820 2.2946  0.136
50 H 2.3664 1.2180 0.7391  0.233
51 H 3.3271 0.2751 1.8941  0.454
52 H 3.3531 -1.9998 1.8207  0.243
53 H 3.6473 -4.3446 1.6399  0.355
54 H 2.9513 -5.1155 0.2114  0.337
55 H 2.1054 -5.1951 1.7525  0.323
56 H 0.4100 -4.2580 -0.2819  0.369
57 H -1.5236 -3.3065 -1.0195  0.428
58 H -1.1063 -1.9247 -2.0394  0.203
59 H -1.9577 -1.6654 -0.5077  0.110

Cartesian forces (eV/Å) of the 3 atoms listed first:
-0.06 -0.28 0.05
-0.39 0.46 0.00
0.00 -0.13 0.00